{"formula": "C41H46AsBN4O2STi", "method": "the ωB97M-V functional and the def2-TZVPD basis", "symbols": ["As", "Ti", "S", "O", "O", "N", "N", "N", "N", "C", "C", "C", "C", "C", "C", "C", "C", "C", "C", "C", "C", "C", "C", "C", "C", "C", "C", "C", "C", "C", "C", "C", "C", "C", "C", "C", "C", "C", "C", "C", "C", "C", "C", "C", "C", "C", "C", "C", "C", "C", "B", "H", "H", "H", "H", "H", "H", "H", "H", "H", "H", "H", "H", "H", "H", "H", "H", "H", "H", "H", "H", "H", "H", "H", "H", "H", "H", "H", "H", "H", "H", "H", "H", "H", "H", "H", "H", "H", "H", "H", "H", "H", "H", "H", "H", "H", "H"], "coordinates": [[-1.3721, 0.7622, -2.2252], [-0.0404, -0.5070, 0.1413], [1.6105, 3.9192, 0.8290], [2.8566, -0.2177, -0.9786], [1.5405, 0.5690, -2.6721], [1.0758, -0.3480, 1.8423], [-1.7661, 0.1706, 1.1830], [0.3824, 1.7540, 0.3281], [-1.5025, 3.6615, 9.4553], [1.5817, 2.2671, 0.4932], [-3.8509, 0.8859, 1.7565], [-1.1720, 2.5408, 7.1455], [0.6644, -3.2754, 2.4781], [-1.7411, 0.6535, 2.5016], [7.7292, 1.6350, -2.1956], [-1.5099, 0.6837, 5.6625], [0.2308, -2.9051, 1.0946], [0.6744, 0.2915, 3.0253], [2.8818, 0.7135, -3.0337], [-3.2814, 1.1111, -2.3873], [-0.6412, -2.4050, -1.5177], [-0.2949, 2.6250, 4.9122], [-0.4782, 3.2204, 6.1475], [2.8698, -0.1790, 3.2229], [-3.0287, 0.3214, 0.7719], [1.1463, -2.7848, 0.0438], [5.6380, 0.7654, -3.2434], [-0.7722, 2.5677, -2.6322], [-1.5841, -2.5212, -0.4957], [4.8110, 1.2442, -4.2638], [-0.8130, 1.3573, 4.6639], [5.0484, 0.2455, -2.0808], [-1.6846, 1.2697, 6.9043], [-3.0488, -2.5579, -0.8010], [1.6960, -2.7099, -2.4251], [0.7371, -2.5585, -1.2786], [2.3925, -0.6130, 1.9923], [7.1634, 0.7909, -3.3464], [1.7854, 0.3752, 3.8833], [3.4174, 1.2287, -4.1856], [7.6440, 1.3900, -4.6680], [7.6966, -0.6450, -3.2414], [-1.1570, -0.1171, -3.9544], [-0.5817, 2.7275, 0.4994], [-1.1249, -2.6952, 0.8169], [3.6798, 0.2392, -2.0170], [-1.3577, 3.1624, 8.4320], [-0.6215, 0.7287, 3.3259], [-0.0954, 3.9573, 0.7868], [-3.0362, 1.1167, 2.8398], [1.5557, 0.0109, -1.4168], [-4.9036, 1.0942, 1.6615], [-2.2173, 0.7479, 7.6873], [-0.1500, -0.5003, -4.0852], [-0.9763, -2.2659, -2.5364], [8.7336, 1.3838, -4.6873], [0.1531, -2.6702, 3.2266], [7.4655, 1.2247, -1.2197], [7.3196, 2.4250, -4.7873], [-1.8462, -2.7431, 1.6239], [-0.6519, 4.8629, 0.9631], [-1.3305, 3.2809, -2.0306], [-0.0864, 4.2081, 6.3472], [0.2902, 2.6777, -2.4404], [5.2563, 1.6470, -5.1606], [0.2469, 3.1493, 4.1344], [-3.2903, -2.0216, -1.7182], [1.4816, -2.0206, -3.2403], [-0.9751, 2.7576, -3.6853], [1.7381, -3.1686, 2.6097], [-1.9110, -0.3033, 5.4700], [3.8796, -0.2819, 3.5833], [-3.3145, 1.5567, 3.7829], [2.4908, 1.6867, 0.4401], [-3.8698, 0.1957, -2.3437], [8.8176, 1.6630, -2.2575], [5.6421, -0.1371, -1.2618], [-1.3594, 0.6182, -4.7319], [-3.6150, 1.7885, -1.6034], [-1.8831, -0.9248, -4.0535], [1.5850, -3.7232, -2.8179], [7.2980, 0.8117, -5.5262], [2.9655, -1.0813, 1.2093], [-1.6280, 2.4805, 0.4169], [0.4004, -4.3201, 2.6571], [2.8018, 1.6042, -4.9913], [2.2017, -2.9146, 0.2459], [7.4305, -1.1098, -2.2908], [7.3602, 2.6609, -2.2461], [7.3037, -1.2663, -4.0480], [-3.4369, 1.5816, -3.3577], [-3.6490, -2.1768, 0.0219], [8.7846, -0.6424, -3.3145], [1.7710, 0.7816, 4.8812], [2.7281, -2.5808, -2.1081], [-3.3286, 0.0280, -0.2169], [-3.3299, -3.6036, -0.9487]], "atomic_forces_ev_per_a": [[0.2, -0.1, 0.0], [0.1, 0.2, -0.4], [0.0, 0.0, 0.1], [0.0, 0.1, -0.1], [0.0, 0.0, 0.0], [0.0, 0.1, 0.1], [0.0, 0.0, 0.1], [-0.1, 0.0, 0.1], [0.0, 0.0, 0.0], [0.1, 0.0, -0.1], [0.0, 0.1, 0.0], [0.0, 0.1, 0.1], [0.0, 0.0, 0.0], [0.1, 0.0, 0.0], [0.0, 0.0, 0.0], [0.0, 0.0, 0.0], [0.0, 0.0, 0.1], [0.1, -0.1, 0.0], [0.0, 0.0, -0.1], [-0.1, 0.0, 0.0], [0.0, 0.0, 0.0], [0.0, 0.0, 0.0], [0.0, 0.0, 0.0], [0.0, 0.0, 0.0], [0.0, -0.1, 0.0], [0.0, 0.0, 0.0], [0.0, 0.0, 0.0], [0.0, 0.0, 0.0], [0.0, -0.1, 0.0], [0.0, 0.0, 0.0], [0.0, 0.0, 0.0], [0.0, 0.0, 0.0], [0.0, 0.0, 0.0], [0.0, 0.0, 0.0], [0.0, 0.0, 0.0], [0.0, 0.0, 0.0], [0.0, 0.0, -0.1], [0.0, 0.0, 0.0], [0.0, 0.0, 0.0], [0.0, 0.0, 0.0], [0.0, 0.0, 0.0], [0.0, 0.0, 0.0], [0.0, 0.0, 0.0], [0.1, 0.0, 0.1], [0.0, 0.0, 0.0], [-0.1, 0.0, 0.1], [0.0, -0.1, -0.1], [0.0, 0.0, 0.0], [0.0, 0.0, -0.1], [-0.1, -0.1, 0.0], [-0.1, -0.1, 0.3], [0.0, 0.0, 0.0], [0.0, 0.0, 0.0], [0.0, 0.0, 0.0], [0.0, 0.0, 0.0], [0.0, 0.0, 0.0], [0.0, 0.0, 0.0], [0.0, 0.0, 0.0], [0.0, 0.0, 0.0], [0.0, 0.0, 0.0], [0.0, 0.0, 0.0], [0.0, 0.0, 0.0], [0.0, 0.0, 0.0], [0.0, 0.0, 0.0], [0.0, 0.0, 0.0], [0.0, 0.0, 0.0], [0.0, 0.0, 0.0], [0.0, 0.0, 0.0], [0.0, 0.0, 0.0], [0.0, 0.0, 0.0], [0.0, 0.0, 0.0], [0.0, 0.0, 0.0], [0.0, 0.0, 0.0], [0.0, 0.0, 0.0], [0.0, 0.0, 0.0], [0.0, 0.0, 0.0], [0.0, 0.0, 0.0], [0.0, 0.0, 0.0], [0.0, 0.0, 0.0], [0.0, 0.0, 0.0], [0.0, 0.0, 0.0], [0.0, 0.0, 0.0], [0.0, 0.0, 0.0], [0.0, 0.0, 0.0], [0.0, 0.0, 0.0], [0.0, 0.0, 0.0], [0.0, 0.0, 0.0], [0.0, 0.0, 0.0], [0.0, 0.0, 0.0], [0.0, 0.0, 0.0], [0.0, 0.0, 0.0], [0.0, 0.0, 0.0], [0.0, 0.0, 0.0], [0.0, 0.0, 0.0], [0.0, 0.0, 0.0], [0.0, 0.0, 0.0], [0.0, 0.0, 0.0]], "mulliken_charge": [2.27, -0.61, -0.12, -0.43, -0.28, 2.19, 1.50, 1.47, -0.45, -0.62, -2.18, 0.60, -1.61, -0.49, -1.58, 0.10, 0.95, -0.45, 0.82, -1.33, -0.97, -0.03, -0.89, -1.79, -0.86, -0.59, 0.66, -1.55, 1.25, -0.31, -0.51, -1.11, -0.93, -1.61, -1.26, 0.00, -1.06, 2.01, -0.69, -2.54, -2.11, -1.58, -1.46, -1.40, -0.84, -0.10, -0.26, 1.91, -0.39, -0.95, 0.77, 0.53, 0.48, 0.26, 1.20, 0.42, 0.33, 0.33, 0.45, 0.34, 0.52, 0.39, 0.48, 0.22, 0.54, 0.48, 0.35, 0.36, 0.61, 0.38, 0.49, 0.55, 0.69, 0.03, 0.40, 0.45, 0.63, 0.58, 0.47, 0.43, 0.39, 0.44, 0.51, 0.42, 0.37, 0.57, 0.55, 0.32, 0.36, 0.36, 0.56, 0.50, 0.45, 0.75, 0.41, 0.75, 0.33], "energy_ha": -5467.35322, "e_lumo_ev": -6.78, "multiplicity": 1, "mol_weight_g_mol": 792.51, "gap_ev": 6.619, "e_above_lowest_kcal_mol": 0.0, "total_charge": 2}